Entry 1:
The following is a quantum chemistry calculation of an isolated molecule of C24H36O2, from OMol25.

As for the molar mass: 356.5 g mol⁻¹. The value obtained for the relative energy (zero: lowest compared OMol25 entry of this formula, charge and spin) is 19.4 kJ/mol. Its LUMO energy is 0.9 eV. Its structure (SMILES) is CC/C=C\C/C=C\C/C=C\C/C=C\C/C=C\C/C=C\CCC(=O)OCC. The calculation puts the HOMO energy at -8.899 eV. The HOMO-LUMO gap is 9.8 eV.

Element x y z (Å)
1 C 5.105 2.152 1.281
2 H 5.361 3.143 0.912
3 H 4.030 2.112 1.440
4 H 5.602 2.005 2.237
5 C 5.538 1.080 0.283
6 C 4.865 1.272 -1.040
7 C 4.326 0.351 -1.824
8 C 4.259 -1.129 -1.585
9 C 2.868 -1.641 -1.817
10 C 2.141 -2.406 -1.017
11 C 2.511 -2.936 0.338
12 C 1.431 -2.600 1.332
13 C 1.314 -1.443 1.964
14 C 2.236 -0.266 1.804
15 C 1.489 1.021 1.992
16 C 1.089 1.852 1.042
17 C 1.277 1.702 -0.440
18 C -0.036 1.908 -1.146
19 C -1.014 1.018 -1.217
20 C -1.003 -0.349 -0.598
21 C -1.822 -0.320 0.659
22 C -2.915 -1.022 0.913
23 C -3.574 -2.003 -0.014
24 H -2.828 -2.559 -0.584
25 H -4.162 -2.714 0.567
26 C -4.514 -1.284 -0.997
27 C -5.595 -0.562 -0.226
28 O -6.420 -1.095 0.468
29 O -5.500 0.760 -0.397
30 C -6.444 1.579 0.294
31 C -7.758 1.681 -0.468
32 H -7.582 2.056 -1.473
33 H -8.429 2.358 0.052
34 H -8.225 0.702 -0.532
35 H -5.962 2.554 0.384
36 H -6.617 1.155 1.289
37 H -4.989 -2.019 -1.650
38 H -3.963 -0.559 -1.595
39 H -3.421 -0.878 1.859
40 H -1.450 0.372 1.403
41 H 0.017 -0.634 -0.338
42 H -1.405 -1.073 -1.307
43 H -1.932 1.281 -1.727
44 H -0.178 2.879 -1.602
45 H 1.686 0.721 -0.682
46 H 1.990 2.457 -0.783
47 H 0.554 2.750 1.327
48 H 1.252 1.257 3.022
49 H 2.716 -0.294 0.828
50 H 3.019 -0.328 2.570
51 H 0.499 -1.299 2.660
52 H 0.691 -3.371 1.505
53 H 2.607 -4.024 0.272
54 H 3.468 -2.535 0.670
55 H 1.151 -2.701 -1.343
56 H 2.442 -1.336 -2.766
57 H 4.923 -1.618 -2.309
58 H 4.618 -1.384 -0.590
59 H 3.878 0.664 -2.760
60 H 4.843 2.304 -1.371
61 H 5.321 0.093 0.694
62 H 6.621 1.146 0.138

---

Entry 2:
The following is a quantum chemistry calculation of a cluster of 2 separate species, C3H11N3O in total in a non-equilibrium geometry, from OMol25.

As for the molar mass: 105.1 g mol⁻¹. The value obtained for the relative energy (zero: lowest compared OMol25 entry of this formula, charge and spin) is 110.1 kJ/mol. Its LUMO energy is 0.8 eV. Its structure (SMILES) is [H]/N=C(\N)NCC.O. The calculation puts the HOMO energy at -9.476 eV. The HOMO-LUMO gap is 10.3 eV.

Element x y z (Å)
1 C 2.022 -0.621 0.458
2 C 1.246 0.558 -0.085
3 N 0.219 1.069 0.813
4 C -1.121 0.713 0.509
5 N -1.477 -0.464 1.181
6 N -1.861 1.343 -0.275
7 H 1.365 -1.292 1.021
8 H 2.575 -1.158 -0.322
9 H 2.783 -0.297 1.170
10 H 0.956 0.468 -1.144
11 H 1.947 1.394 -0.245
12 H 0.307 2.063 0.932
13 H -0.820 -0.722 1.898
14 H -2.409 -0.489 1.565
15 H -2.786 0.951 -0.433
16 H -0.486 -1.567 -1.872
17 H -1.694 -0.875 -2.509
18 O -0.767 -1.076 -2.662

---

Entry 3:
The following is a quantum chemistry calculation of an isolated molecule of C2H4INO in a non-equilibrium geometry, from OMol25.

As for the molar mass: 185.0 g mol⁻¹. The value obtained for the relative energy (zero: lowest compared OMol25 entry of this formula, charge and spin) is 66.3 kJ/mol. Its LUMO energy is 0.5 eV. Its structure (SMILES) is [H]/N=C(\I)CO. The calculation puts the HOMO energy at -9.610 eV. The HOMO-LUMO gap is 10.1 eV.

Element x y z (Å)
1 C 0.555 0.858 -0.361
2 C -0.402 -0.464 -0.160
3 N 0.333 1.832 0.310
4 O 0.071 -1.621 -0.719
5 I 1.737 0.715 -2.176
6 H -1.353 -0.141 -0.540
7 H -0.499 -0.606 0.913
8 H 0.721 2.644 -0.143
9 H 0.367 -2.137 0.110

---

The lowest relative energy (zero: lowest compared OMol25 entry of this formula, charge and spin) belongs to which entry?
C24H36O2

---

The highest HOMO-LUMO gap belongs to which entry?
C3H11N3O

---

Look up the HOMO energy of the second one.
-9.476 eV